[1]
The following is a quantum chemistry calculation of 2 unconnected molecules or ions with the total composition C29H26F3NO4S2, from the Open Molecules 2025 dataset.

Last column: Mulliken charge in e.
Geometry (Å):
C: 2.57224 -0.79903 4.95550  -0.82
N: 1.61948 -0.15724 4.04639  0.37
C: 0.21344 -0.57192 4.11338  -1.13
C: 2.05507 0.63755 3.08714  -0.27
C: 1.23423 1.62572 2.42858  0.73
C: 0.05278 2.20133 2.98505  -0.41
C: -0.73455 3.07497 2.24910  -0.71
C: -0.30362 3.50020 0.99482  0.27
C: -1.19579 4.36287 0.14713  0.89
F: -0.47868 5.15079 -0.71012  -0.26
F: -2.03367 3.59751 -0.62913  -0.24
F: -1.99276 5.19455 0.88143  -0.26
C: 0.92896 3.09439 0.49601  -0.81
C: 1.70257 2.20813 1.22275  -0.66
H: 2.02019 -1.46619 5.62466  0.39
H: 3.31865 -1.36631 4.37741  0.26
H: 3.10449 -0.04827 5.56123  0.31
H: 0.16929 -1.59276 4.51290  0.42
H: -0.36143 0.09082 4.77490  0.32
H: -0.21936 -0.53853 3.10430  0.45
H: 3.13398 0.63365 2.87117  0.43
H: -0.24640 1.99918 4.01382  0.40
H: -1.68695 3.41980 2.64077  0.44
H: 1.26186 3.46082 -0.47098  0.44
H: 2.69620 1.93870 0.86567  0.37
C: 5.61896 -5.44807 2.45663  -0.51
C: 5.01489 -4.26374 2.89891  -0.64
C: 4.14282 -3.55975 2.07522  0.15
C: 3.75812 -4.03739 0.79781  0.64
C: 2.78516 -3.31098 0.00661  -0.40
S: 2.37140 -4.13535 -1.52823  1.34
C: 1.36662 -3.16849 -2.67936  -0.07
C: 0.16697 -3.69549 -3.15663  -0.35
C: -0.63994 -2.89087 -3.96271  -0.64
C: -0.20642 -1.61630 -4.33883  -0.42
C: 1.05071 -1.15509 -3.93360  -0.62
C: 1.85804 -1.94388 -3.11683  -0.22
O: 3.61806 -4.36005 -2.23767  -0.71
O: 1.49043 -5.23598 -1.15659  -0.63
S: 1.45583 -2.44254 0.72655  0.65
C: 0.47370 -3.66873 1.57646  0.39
C: -0.53229 -4.36451 0.90073  -0.29
C: -1.20697 -5.40826 1.53754  -0.66
C: -0.90309 -5.73547 2.86318  -0.49
C: 0.07478 -5.01017 3.55213  -0.87
C: 0.77489 -3.99195 2.90190  -0.18
O: 1.98602 -1.53185 1.72421  -0.08
O: 0.60560 -1.88919 -0.30256  -0.68
C: 4.37585 -5.26577 0.38139  -0.79
C: 5.28713 -5.94202 1.18861  -0.77
H: 6.33880 -5.98778 3.07039  0.36
H: 5.24238 -3.87129 3.88835  0.35
H: 3.77091 -2.58722 2.37509  0.33
H: -0.14181 -4.70075 -2.86828  0.46
H: -1.60859 -3.26941 -4.27794  0.37
H: -0.84900 -0.97735 -4.94572  0.37
H: 1.40959 -0.17321 -4.23295  0.38
H: 2.84676 -1.62391 -2.79086  0.44
H: -0.78608 -4.09949 -0.12396  0.39
H: -1.97076 -5.96330 0.98855  0.39
H: -1.43134 -6.54849 3.36357  0.36
H: 0.30706 -5.22831 4.59711  0.40
H: 1.57343 -3.45513 3.41481  0.59
H: 4.17015 -5.70202 -0.59695  0.36
H: 5.73961 -6.85497 0.79513  0.37

Values from the calculation:
Spin multiplicity: 1
Orbital gap (eV): 3.9
Highest occupied orbital energy (eV): -6.290

[2]
The following is a quantum chemistry calculation of a molecular structure, C31H50BF6N11O4S2Ta, from the Open Molecules 2025 dataset.

Last column: Mulliken charge in e.
Geometry (Å):
Ta: 0.08287 -0.22673 -0.09182  0.83
C: 4.54557 1.56510 -2.23796  -1.50
C: 3.47589 0.54115 -2.12307  0.45
C: 3.22724 -0.56000 -2.94211  -0.72
C: 2.23682 -1.31027 -2.35365  -0.95
N: 1.76690 -0.59243 -1.25861  1.25
N: 2.61804 0.49943 -1.10291  0.37
B: 2.85558 0.98547 0.34951  -0.87
N: 1.76514 1.99468 0.75605  0.18
N: 0.58786 1.44225 1.16786  1.37
C: -0.03284 2.31642 1.98589  -0.40
C: 0.71750 3.48341 2.01516  -1.39
C: 1.85280 3.24948 1.23781  0.66
C: 3.03424 4.11915 0.99690  -1.47
C: -1.18368 1.87189 2.85905  2.29
C: -2.37170 2.83195 2.81266  -1.62
C: -1.58335 0.44419 2.47972  0.04
C: -0.62701 1.83858 4.29539  -1.85
N: 2.65771 -0.25755 1.26824  0.74
N: 1.46429 -0.98262 1.35758  0.58
C: 1.64657 -1.92207 2.35163  -0.20
C: 2.94215 -1.79027 2.82320  -1.10
C: 3.54569 -0.75315 2.14343  0.33
C: 4.92394 -0.21360 2.30218  -1.62
C: 0.71290 -2.94790 2.98700  2.22
C: 0.58656 -2.55433 4.47215  -1.68
C: 1.39999 -4.31909 2.87459  -1.77
C: -0.69140 -3.09655 2.41074  -1.76
C: 2.07688 -2.79962 -2.60183  2.19
C: 2.71340 -3.15630 -3.94988  -2.05
C: 2.89103 -3.45569 -1.46808  -1.56
C: 0.66528 -3.35397 -2.55479  -0.70
H: 4.89892 1.60963 -3.26561  0.48
H: 5.39172 1.30185 -1.60209  0.30
H: 4.19238 2.54886 -1.94209  0.28
H: 3.79962 -0.82982 -3.80988  0.76
H: 3.93463 1.45416 0.46281  -0.04
H: 0.50961 4.37033 2.58463  0.70
H: 2.82125 5.12899 1.33660  0.46
H: 3.28690 4.15524 -0.06002  0.28
H: 3.90303 3.75579 1.54328  0.29
H: -2.88454 2.82755 1.85070  0.07
H: -2.05476 3.84926 3.03462  0.42
H: -3.09435 2.54420 3.57473  0.52
H: -2.07208 0.39325 1.50371  -0.71
H: -2.30696 0.01869 3.17526  0.96
H: -0.70482 -0.21140 2.53126  -0.83
H: -0.34376 2.83478 4.62550  0.43
H: 0.24863 1.19285 4.37083  0.35
H: -1.39187 1.46353 4.97431  0.49
H: 3.39840 -2.37946 3.59497  0.73
H: 5.45292 -0.79444 3.05312  0.50
H: 4.90278 0.82617 2.62201  0.31
H: 5.47957 -0.27037 1.36913  0.31
H: 1.55293 -2.49221 4.96574  0.38
H: -0.00535 -3.30656 4.98929  0.52
H: 0.08543 -1.59235 4.58790  0.25
H: 2.36460 -4.33763 3.37481  0.44
H: 1.54942 -4.60291 1.83383  0.33
H: 0.76934 -5.07171 3.34371  0.49
H: -1.21898 -2.15432 2.29340  0.08
H: -1.28707 -3.68685 3.10740  0.67
H: -0.67301 -3.64459 1.46919  0.24
H: 3.79111 -3.01174 -3.95039  0.46
H: 2.28078 -2.58498 -4.76980  0.46
H: 2.53271 -4.21030 -4.14913  0.40
H: 3.92407 -3.11023 -1.46659  0.44
H: 2.89533 -4.53490 -1.61151  0.50
H: 2.45420 -3.24633 -0.48799  0.01
H: 0.02797 -2.93591 -3.32389  0.17
H: 0.23325 -3.20182 -1.56857  -0.30
H: 0.70608 -4.43147 -2.70714  0.66
F: -1.39241 0.32160 -4.95896  -0.18
C: -1.94697 -0.82497 -4.60476  0.56
F: -1.25689 -1.83292 -5.07389  -0.16
F: -3.19650 -0.88429 -5.00002  -0.15
S: -1.96895 -0.81096 -2.72308  0.52
O: -0.58098 -0.44795 -2.31213  -0.90
O: -3.00119 0.09904 -2.34191  -0.40
N: -2.28144 -2.31980 -2.29965  -0.43
S: -2.19517 -2.71273 -0.82500  1.16
O: -1.97235 -4.07151 -0.53552  -0.52
O: -0.98878 -1.79160 -0.20694  -0.75
C: -3.72813 -2.14655 0.13967  0.66
F: -4.72554 -2.30663 -0.70530  -0.18
F: -3.58344 -0.88620 0.47846  -0.10
F: -3.82638 -2.91462 1.19380  -0.19
C: -4.46379 3.33752 -3.46047  -1.34
C: -4.95420 3.48705 -2.02409  0.76
C: -5.75161 2.28325 -1.54052  -1.30
C: -3.82780 3.86237 -1.06831  -1.16
N: -2.65387 2.93231 -1.11309  0.09
C: -1.53359 3.01583 -1.84917  -0.55
N: -0.67783 2.10748 -1.41690  -0.63
N: -1.34773 1.44471 -0.48148  2.09
N: -2.54019 1.90140 -0.30179  -1.11
H: -5.30671 3.25651 -4.14229  0.46
H: -3.86363 2.43236 -3.58624  0.11
H: -3.87678 4.19768 -3.78415  0.38
H: -5.61058 4.36320 -1.98130  0.41
H: -5.15133 1.37697 -1.53848  0.09
H: -6.60347 2.10833 -2.19410  0.46
H: -6.13903 2.44181 -0.53422  0.39
H: -4.14271 3.86076 -0.02430  0.41
H: -3.40013 4.83946 -1.29689  0.49
H: -1.36281 3.75729 -2.60703  0.51

Values from the calculation:
Charge: +3
Energy above the lowest of the compared OMol25 structures with the same formula, charge and spin (eV): 1.4771
Spin multiplicity: 1
Orbital gap (eV): 6.5
Highest occupied orbital energy (eV): -17.144

[3]
The following is a quantum chemistry calculation of 2 unconnected molecules or ions with the total composition C11H17N2, from the Open Molecules 2025 dataset.

Last column: Mulliken charge in e.
Geometry (Å):
C: 0.82592 -1.21667 -2.06042  -1.29
C: -0.59728 2.03090 -0.79007  -0.36
C: -0.76334 0.63563 -1.11707  0.47
C: 0.51140 0.13128 -1.50931  1.10
C: 1.40184 1.15847 -1.39153  -1.04
C: -1.68733 2.72675 -0.25668  -0.74
C: -2.93372 2.12572 -0.22274  -0.50
C: -2.04261 0.04170 -1.02694  -0.09
C: -3.10323 0.80936 -0.66139  -0.74
N: 0.75339 2.29535 -0.93369  -0.07
H: 1.05744 3.25020 -1.01498  0.26
H: -1.56408 3.75074 0.05449  0.41
H: 2.41968 1.27333 -1.72169  0.47
H: -3.79356 2.56661 0.26359  0.40
H: -2.10449 -1.01415 -1.28202  0.34
H: -0.08902 -1.81418 -2.11597  0.32
H: 1.63551 -1.77546 -1.58270  0.33
H: -4.10379 0.41531 -0.51146  0.36
H: 1.13253 -1.10697 -3.10781  0.38
C: 1.55320 -1.03214 1.74381  -0.18
C: 1.94543 -2.19720 2.67425  -1.34
N: 0.10512 -1.09797 1.34214  -0.19
H: 1.81296 -0.02607 2.05553  0.39
H: 2.12396 -1.26727 0.85612  0.17
H: 1.53016 -2.10784 3.67150  0.40
H: 3.03131 -2.15092 2.72688  0.38
H: -0.43757 -1.60680 2.04330  0.42
H: -0.23908 -0.14400 1.23215  0.26
H: -0.08123 -1.49434 0.42243  0.26
H: 1.70049 -3.15935 2.22026  0.40

Values from the calculation:
Charge: +1
Energy above the lowest of the compared OMol25 structures with the same formula, charge and spin (eV): 0.3333
Spin multiplicity: 1
Orbital gap (eV): 8.3
Highest occupied orbital energy (eV): -11.266

[4]
The following is a quantum chemistry calculation of a gas-phase ion, CH3NO3P (charge -1), from the Open Molecules 2025 dataset.

Last column: Mulliken charge in e.
Geometry (Å):
C: -0.83684 0.87195 0.10993  -0.89
N: 1.60146 -0.45385 -1.18583  0.02
O: -1.21812 -1.57400 1.38004  -0.58
O: 2.77846 -0.63684 -1.29713  -0.50
O: 1.01166 -1.13069 0.11975  -0.27
P: -0.13018 -0.59655 1.11430  0.35
H: -0.72266 0.84867 -1.06446  0.25
H: -0.61914 1.89153 0.43145  0.32
H: -1.86464 0.77977 0.39195  0.29

Values from the calculation:
Charge: -1
Energy above the lowest of the compared OMol25 structures with the same formula, charge and spin (eV): 1.6845
Spin multiplicity: 3
Orbital gap (spin up / spin down) (eV): 6.4 / 7.4
Highest occupied orbital energy (spin up / spin down) (eV): -1.926 / -4.333

[5]
The following is a quantum chemistry calculation of a single C4H10O2 molecule, from the Open Molecules 2025 dataset.

Last column: Mulliken charge in e.
Geometry (Å):
C: 1.85231 0.84785 0.24424  -0.79
O: 0.44967 0.87732 0.37362  -0.43
C: -0.24273 -0.16007 -0.30821  0.53
C: 0.09087 -1.55327 0.20961  -1.28
C: -1.71337 0.18285 -0.12343  -0.73
O: -2.02440 1.44203 -0.66827  -0.52
H: 2.16616 0.33600 -0.67639  0.36
H: 2.21248 1.88018 0.20631  0.26
H: 2.32210 0.34408 1.09998  0.25
H: 0.00116 -0.09356 -1.38217  0.27
H: 1.17259 -1.71906 0.24181  0.37
H: -0.33803 -2.31171 -0.45420  0.38
H: -0.30825 -1.70581 1.21845  0.32
H: -2.34175 -0.55763 -0.62861  0.34
H: -1.93864 0.14361 0.95553  0.32
H: -1.36019 2.04718 -0.30825  0.34

Values from the calculation:
SMILES: CO[C@@H](C)CO
Energy above the lowest of the compared OMol25 structures with the same formula, charge and spin (eV): 1.0443
Spin multiplicity: 1
Orbital gap (eV): 11.1
Highest occupied orbital energy (eV): -10.084

[6]
The following is a quantum chemistry calculation of a gas-phase ion, C4H10N2O (charge +1), from the Open Molecules 2025 dataset.

Last column: Mulliken charge in e.
Geometry (Å):
O: -2.71084 0.86158 0.78153  -0.25
C: -1.54415 0.95896 0.82200  -0.05
C: -0.59901 -0.29258 0.54966  0.18
C: -0.31590 -0.95312 1.92476  -1.19
N: 0.54904 0.00975 -0.18832  -0.13
C: 0.47873 0.30479 -1.60709  -0.42
N: 1.69479 0.10833 -2.33773  -0.57
H: -1.02260 1.85064 1.19561  0.38
H: -1.21948 -0.96044 -0.04709  0.30
H: 0.63562 -0.65196 2.34266  0.38
H: -1.12532 -0.72286 2.61114  0.39
H: -0.34581 -2.02049 1.72812  0.32
H: 1.24247 0.58360 0.29357  0.35
H: 0.06924 1.31552 -1.76289  0.40
H: -0.28792 -0.30384 -2.08056  0.39
H: 2.43984 0.74115 -2.06290  0.26
H: 2.06130 -0.82904 -2.16245  0.28

Values from the calculation:
Charge: +1
Energy above the lowest of the compared OMol25 structures with the same formula, charge and spin (eV): 1.3283
Spin multiplicity: 2
Orbital gap (spin up / spin down) (eV): 10.7 / 6.4
Highest occupied orbital energy (spin up / spin down) (eV): -14.772 / -14.624

[7]
The following is a quantum chemistry calculation of 2 unconnected molecules or ions with the total composition C6H10O, from the Open Molecules 2025 dataset.

Last column: Mulliken charge in e.
Geometry (Å):
C: -1.20970 -1.10197 1.55214  -1.12
C: -0.49229 -0.14097 0.64309  0.56
C: 0.83397 0.43805 0.91380  -0.18
C: 1.21025 1.22956 -0.10829  -1.04
C: 0.06526 1.32923 -1.08102  -0.30
C: -0.89737 0.30533 -0.56225  -0.65
O: 1.05159 -1.25719 -1.79438  -0.66
H: -1.27268 -2.10090 1.10501  0.24
H: -2.23534 -0.77197 1.75471  0.29
H: -0.70089 -1.20696 2.51650  0.35
H: 1.40379 0.23885 1.81654  0.38
H: 1.38979 -0.55951 -1.20797  0.40
H: 2.14568 1.76950 -0.19962  0.38
H: -0.39281 2.31712 -0.91948  0.32
H: 0.30497 1.25462 -2.14495  0.37
H: -1.76769 -0.03131 -1.11589  0.35
H: 0.49587 -1.77309 -1.19639  0.32

Values from the calculation:
SMILES: CC1=CCC=C1.O
Energy above the lowest of the compared OMol25 structures with the same formula, charge and spin (eV): 0.6691
Spin multiplicity: 1
Orbital gap (eV): 9.5
Highest occupied orbital energy (eV): -8.615

[8]
The following is a quantum chemistry calculation of 2 unconnected molecules or ions with the total composition C5H14, from the Open Molecules 2025 dataset.

Last column: Mulliken charge in e.
Geometry (Å):
C: -1.09974 2.04120 2.03145  -0.62
C: -1.41935 2.41262 0.55554  -0.92
H: -0.75147 2.95221 2.50931  0.28
H: -1.93812 1.58192 2.52343  0.26
H: -0.25717 1.36630 1.88946  0.14
H: -0.48687 2.64775 0.02483  0.27
H: -2.10913 3.23834 0.40393  0.33
H: -1.74562 1.55160 -0.02882  0.27
C: 0.78087 -2.10189 -0.89903  -0.32
C: 0.84339 -1.34190 0.44398  -0.82
C: 0.97286 -1.23174 -2.17763  -1.02
H: 1.51733 -2.91017 -0.84499  0.31
H: -0.20821 -2.54443 -1.02104  0.28
H: 0.55448 -2.03611 1.23168  0.35
H: 0.20364 -0.46183 0.37822  0.01
H: 1.56715 -0.36047 -1.90841  0.29
H: 1.47165 -1.80773 -2.94659  0.32
H: 1.89317 -1.07917 0.54571  0.30
H: 0.01114 -0.95450 -2.59238  0.27

Values from the calculation:
SMILES: CCC.CC
Energy above the lowest of the compared OMol25 structures with the same formula, charge and spin (eV): 0.3960
Spin multiplicity: 1
Orbital gap (eV): 12.5
Highest occupied orbital energy (eV): -11.384

| no. | strongest force on any atom (eV/Å) |
| --- | --- |
| 1 | 2.5 |
| 2 | 1.9 |
| 3 | 2.2 |
| 4 | 4.3 |
| 5 | 0.4 |
| 6 | 1.7 |
| 7 | 0.5 |
| 8 | 2.3 |